{"formula": "C4HLiLuO5", "method": "ωB97M-V/def2-TZVPD", "homo_energy_ha": [-0.5396, -0.5356], "total_charge": 2, "multiplicity": 2, "homo_lumo_gap_ev": [2.7, 2.7], "symbols": ["O", "O", "O", "C", "C", "C", "H", "Lu", "O", "C", "O", "Li"], "positions_angstrom": [[1.61688, -0.91161, 0.12952], [-0.39534, -0.26807, -0.71239], [1.18033, 1.19729, -0.24984], [-2.32977, -1.54473, -0.34986], [-0.97043, -1.52163, -0.55756], [0.86848, -0.02176, -0.33605], [-2.84622, -2.49897, -0.51466], [3.31298, 0.65311, 0.64854], [-2.50248, 1.74279, 0.38652], [-3.06174, 1.11791, 1.23017], [-3.07600, -0.53240, 0.02310], [-1.70088, 1.14866, -1.30181]], "lowdin_charge": [-0.103, -0.023, -0.123, -0.170, 0.133, -0.753, 0.143, 2.160, -0.106, 0.146, -0.118, 0.813]}

{"formula": "C4HN2P", "method": "ωB97M-V/def2-TZVPD", "de_lowest_kcal_mol": 1.3, "homo_energy_ha": -0.3842, "homo_lumo_gap_ev": 8.5, "symbols": ["N", "C", "C", "P", "C", "C", "N", "H"], "positions_angstrom": [[-0.32299, 0.04791, 2.96953], [-0.08276, -0.16745, 1.87975], [0.34263, -0.48766, 0.59547], [1.39267, -1.25749, -0.48834], [-0.14541, -0.29759, -0.80890], [-0.04214, 1.03849, -1.30248], [-0.06807, 2.08102, -1.75655], [-1.07393, -0.95722, -1.08849]], "lowdin_charge": [0.177, -0.240, -0.505, 1.091, -0.540, -0.285, 0.161, 0.140]}

{"formula": "C4HNO", "method": "ωB97M-V/def2-TZVPD", "de_lowest_kcal_mol": 11.8, "homo_energy_ha": -0.4165, "homo_lumo_gap_ev": 10.1, "symbols": ["N", "C", "C", "C", "C", "O", "H"], "positions_angstrom": [[-2.57442, -1.83075, -0.17320], [-1.42707, -1.73342, -0.29315], [-0.26057, -1.00865, -0.24359], [0.29920, 0.04133, -0.03110], [1.11091, 1.21894, 0.19173], [0.67311, 2.29478, 0.52146], [2.17884, 1.01776, 0.02784]], "lowdin_charge": [0.187, -0.217, 0.000, 0.079, -0.260, 0.088, 0.124]}

{"formula": "C4HNO", "method": "ωB97M-V/def2-TZVPD", "de_lowest_kcal_mol": 84.5, "homo_energy_ha": -0.3511, "homo_lumo_gap_ev": 7.9, "symbols": ["O", "C", "C", "C", "C", "N", "H"], "positions_angstrom": [[0.71397, 0.99024, 0.71592], [0.20505, -0.14580, 0.19816], [-0.91102, -0.07483, -0.60424], [-1.82296, -0.39673, -1.33636], [1.75935, 0.36327, 1.26162], [2.69473, -0.11462, 1.74478], [-2.63912, -0.62152, -1.97989]], "lowdin_charge": [0.083, -0.025, -0.103, 0.187, -0.371, 0.181, 0.047]}

Let's list E_tot in order: -1771.43900 -603.78347 -282.89844 -282.78255 a.u..
Let's list largest force on an atom in order: 4.96 2.94 1.64 2.02 eV Å⁻¹.